This record from the OMol25 dataset describes a structure of composition C39H55FN9RuS2Si in a non-equilibrium geometry. The level of theory is wB97M-V/def2-TZVPD.

```
108
Properties=species:S:1:pos:R:3:mulliken_spin:R:1
Ru -0.415 -0.182 0.309 0.7345
C -0.229 0.306 5.128 0.0005
Si -1.024 -0.238 3.539 -0.0155
C -2.326 1.024 3.101 0.0215
C -1.880 -1.870 3.784 0.0107
N 0.175 -0.350 2.233 0.1581
C 1.417 -0.982 2.314 0.0644
C 1.971 -1.652 3.410 0.0189
C 3.256 -2.177 3.342 -0.0124
C 4.019 -2.070 2.183 0.0253
C 3.480 -1.430 1.077 -0.0161
C 2.213 -0.922 1.194 -0.0015
F 1.620 -0.251 0.122 0.0172
H -0.911 0.989 5.656 0.0006
H 0.721 0.830 4.973 -0.0014
H -0.040 -0.542 5.798 0.0000
H -3.262 0.751 3.614 0.0001
H -2.550 1.096 2.041 -0.0080
H -2.034 2.017 3.453 0.0005
H -2.353 -1.886 4.778 0.0013
H -1.188 -2.719 3.725 -0.0033
H -2.676 -2.022 3.039 -0.0009
H 1.390 -1.759 4.323 0.0054
H 3.664 -2.679 4.212 -0.0001
H 5.022 -2.475 2.141 0.0014
H 4.025 -1.323 0.145 -0.0001
C -1.008 -2.547 -2.629 -0.0022
N -0.219 -1.748 -3.534 0.0008
C 0.131 -2.250 -4.858 -0.0001
C 0.744 -1.026 -5.513 0.0000
N 1.056 -0.157 -4.371 0.0013
C 2.121 0.829 -4.567 0.0000
C 0.360 -0.551 -3.241 -0.0030
N 0.213 0.044 -2.072 -0.0047
C 0.555 1.479 -1.954 -0.0044
C -0.581 2.220 -1.289 -0.0119
N -0.488 1.924 0.159 0.0051
C -0.579 2.924 1.020 0.0134
N 0.168 3.058 2.143 -0.0040
C 1.525 2.528 2.292 -0.0018
C -0.174 4.307 2.845 0.0010
C -1.057 5.050 1.839 -0.0001
N -1.385 3.991 0.874 0.0010
C -2.646 3.995 0.156 0.0001
H -1.459 -3.358 -3.198 -0.0003
H -1.798 -1.951 -2.175 -0.0024
H -0.402 -2.983 -1.840 -0.0010
H -0.753 -2.606 -5.381 0.0000
H 0.846 -3.073 -4.787 0.0001
H 0.053 -0.531 -6.198 0.0000
H 1.650 -1.271 -6.060 0.0001
H 2.700 0.507 -5.430 0.0000
H 2.796 0.868 -3.716 0.0001
H 1.757 1.829 -4.790 -0.0001
H 0.738 1.964 -2.894 -0.0008
H 1.436 1.601 -1.327 0.0006
H -1.523 1.881 -1.725 0.0055
H -0.481 3.287 -1.483 -0.0028
H 1.659 1.682 1.642 0.0018
H 1.692 2.205 3.319 0.0014
H 2.263 3.294 2.039 0.0005
H 0.731 4.859 3.086 -0.0002
H -0.701 4.089 3.776 -0.0001
H -0.533 5.866 1.346 0.0002
H -1.962 5.449 2.292 0.0000
H -3.454 4.253 0.840 0.0000
H -2.842 3.004 -0.247 0.0001
H -2.641 4.717 -0.659 -0.0001
S -2.684 -0.439 -0.296 -0.0245
C -3.072 -2.039 0.092 0.0117
N -4.273 -2.482 -0.076 0.0290
C -4.566 -3.931 0.070 -0.0039
C -3.742 -4.507 1.168 0.0001
N -2.317 -4.213 0.907 -0.0002
C -1.323 -5.288 1.172 -0.0010
C -0.906 -5.375 2.629 0.0008
C 0.345 -4.917 3.039 0.0007
C 0.725 -5.017 4.372 -0.0005
C -0.145 -5.566 5.305 0.0001
C -1.394 -6.026 4.903 -0.0001
C -1.770 -5.935 3.571 -0.0006
C -1.981 -3.005 0.535 0.0010
S -0.423 -2.498 0.626 -0.0118
C -5.473 -1.591 -0.159 0.0048
C -6.196 -1.596 1.169 -0.0048
C -7.451 -2.178 1.288 -0.0003
C -8.088 -2.217 2.525 -0.0001
C -7.464 -1.684 3.645 0.0002
C -6.202 -1.103 3.530 0.0006
C -5.570 -1.060 2.297 0.0083
H -4.353 -4.431 -0.876 0.0010
H -5.620 -4.047 0.295 -0.0002
H -3.877 -5.583 1.211 -0.0002
H -4.040 -4.084 2.129 0.0004
H -0.452 -5.114 0.547 0.0010
H -1.795 -6.216 0.855 -0.0003
H 1.034 -4.494 2.316 0.0010
H 1.708 -4.674 4.675 0.0003
H 0.156 -5.652 6.344 0.0000
H -2.067 -6.474 5.625 0.0000
H -2.739 -6.323 3.263 0.0001
H -6.116 -1.966 -0.954 0.0002
H -5.151 -0.595 -0.431 -0.0019
H -7.946 -2.590 0.411 0.0000
H -9.070 -2.667 2.612 0.0000
H -7.960 -1.716 4.609 0.0000
H -5.717 -0.680 4.404 0.0001
H -4.587 -0.598 2.207 -0.0046
```

LUMO level (spin up / spin down) in eV: -6.2881 / -6.4762
<S²>: 0.76
Net charge: +2
Maximum force in eV/Å: 1.598
Spin multiplicity: 2